Density functional theory data (ωB97M-V with the def2-TZVPD basis set) for 2 unconnected molecules or ions with the total composition C4H7N2 at a distorted geometry.

The electronic energy comes out at -7232.1333 eV. As for the lowest unoccupied orbital energy: -4.78 eV. As for the net charge: +1. Its energy relative to the best compared isomer or geometry (same formula, charge and spin) is 347.8 kJ/mol. Its HOMO energy is -14.759 eV.

Last columns: bonded neighbours and bond lengths (Å).
Positions of all 13 atoms, in Å:
1 H 2.48749 -2.49928 1.15305  C10 1.047
2 H 0.80403 2.05041 -0.54689  C3 1.074
3 C 0.53319 1.32087 -1.28701  H2 1.074, H7 1.020, C9 1.334
4 N -1.31275 0.61035 1.00208  H5 1.002, H8 0.997, C13 1.316
5 H -0.87171 1.49451 1.16972  N4 1.002
6 H -0.33678 -0.41260 -2.00901  C9 1.200
7 H 0.79467 1.55086 -2.24581  C3 1.020
8 H -1.99589 0.31043 1.66321  N4 0.997
9 C -0.20333 0.24323 -1.01285  C3 1.334, H6 1.200, C13 1.488
10 C 1.66944 -1.85910 1.02468  H1 1.047, N12 1.142
11 H -1.30853 -1.26690 0.00543  C13 1.015
12 N 0.71978 -1.22886 0.95621  C10 1.142
13 C -0.97962 -0.31394 0.12718  N4 1.316, C9 1.488, H11 1.015

What are the Mulliken partial charges on each atom? They are as follows, in elementary charge units: number 1, H, carries 0.42; number 2, H, carries 0.23; number 3, C, carries -0.77; number 4, N, carries -0.24; number 5, H, carries 0.22; number 6, H, carries 0.20; number 7, H, carries 0.29; number 8, H, carries 0.27; number 9, C, carries 0.01; number 10, C, carries -0.06; number 11, H, carries 0.38; number 12, N, carries -0.25; number 13, C, carries 0.30